1.
{"formula": "C22H62Cl4N9O3P3", "method": "ωB97M-V with the def2-TZVPD basis set", "homo_lumo_gap_ev": 8.552, "symbols": ["Cl", "C", "C", "Cl", "H", "H", "H", "H", "Cl", "C", "C", "Cl", "H", "H", "H", "H", "O", "P", "N", "C", "C", "N", "C", "C", "N", "C", "C", "H", "H", "H", "H", "H", "H", "H", "H", "H", "H", "H", "H", "H", "H", "H", "H", "H", "H", "O", "P", "N", "C", "C", "N", "C", "C", "N", "C", "C", "H", "H", "H", "H", "H", "H", "H", "H", "H", "H", "H", "H", "H", "H", "H", "H", "H", "H", "O", "P", "N", "C", "C", "N", "C", "C", "N", "C", "C", "H", "H", "H", "H", "H", "H", "H", "H", "H", "H", "H", "H", "H", "H", "H", "H", "H", "H"], "coordinates": [[2.31, 1.40, -4.44], [0.80, 0.50, -4.34], [0.16, 0.43, -5.75], [1.12, -0.63, -6.80], [0.10, 0.94, -3.64], [1.12, -0.48, -3.98], [-0.01, 1.38, -6.26], [-0.86, 0.05, -5.64], [-1.30, -0.94, -1.84], [-2.07, 0.04, -0.50], [-0.96, 0.46, 0.49], [0.04, 1.62, -0.42], [-2.82, -0.60, -0.04], [-2.54, 0.93, -0.90], [-0.48, -0.45, 0.83], [-1.42, 0.93, 1.36], [1.18, 0.14, 5.28], [2.37, 0.98, 4.84], [2.93, 1.92, 6.09], [2.49, 3.31, 6.39], [3.27, 1.26, 7.35], [2.08, 2.02, 3.48], [0.69, 2.42, 3.05], [3.21, 2.80, 2.87], [3.79, 0.05, 4.43], [3.65, -1.19, 3.68], [5.17, 0.62, 4.30], [3.16, 3.88, 5.75], [2.73, 3.57, 7.42], [1.45, 3.52, 6.15], [3.64, 0.26, 7.15], [2.39, 1.15, 7.99], [3.84, 1.89, 8.03], [-0.11, 2.10, 3.72], [0.68, 3.51, 3.01], [0.49, 2.01, 2.05], [4.03, 2.96, 3.58], [3.61, 2.33, 1.97], [2.91, 3.83, 2.68], [4.61, -1.69, 3.55], [2.92, -1.86, 4.13], [3.26, -0.91, 2.70], [5.95, -0.13, 4.36], [5.31, 1.42, 5.02], [5.34, 1.08, 3.32], [5.16, -1.30, 0.72], [5.00, -1.08, -0.74], [5.35, 0.48, -1.33], [6.17, 1.37, -0.48], [5.19, 1.02, -2.72], [3.32, -1.33, -1.18], [2.97, -1.97, -2.40], [2.27, -1.28, -0.12], [5.89, -2.18, -1.68], [7.01, -1.59, -2.45], [5.87, -3.59, -1.36], [6.12, 2.43, -0.70], [7.22, 1.12, -0.63], [5.98, 1.32, 0.59], [4.61, 0.30, -3.30], [6.17, 1.23, -3.13], [4.61, 1.95, -2.77], [3.61, -1.50, -3.15], [3.13, -3.04, -2.29], [1.91, -1.85, -2.60], [2.44, -0.37, 0.45], [1.27, -1.36, -0.53], [2.34, -2.21, 0.47], [6.78, -1.11, -3.40], [7.61, -0.94, -1.81], [7.80, -2.31, -2.69], [6.03, -3.71, -0.29], [6.73, -4.08, -1.82], [4.88, -3.96, -1.65], [-8.78, -2.02, -0.30], [-8.09, -1.11, -1.22], [-8.95, 0.37, -1.42], [-10.06, 0.68, -0.50], [-8.54, 1.48, -2.31], [-7.87, -1.71, -2.84], [-9.08, -2.00, -3.74], [-6.78, -2.72, -3.01], [-6.55, -0.59, -0.66], [-5.73, 0.48, -1.22], [-5.79, -1.51, 0.13], [-9.80, 1.55, 0.11], [-10.37, -0.05, 0.25], [-10.98, 0.89, -1.04], [-7.50, 1.43, -2.62], [-8.79, 2.42, -1.83], [-9.19, 1.39, -3.18], [-8.80, -2.25, -4.76], [-9.61, -2.85, -3.31], [-9.71, -1.11, -3.72], [-6.90, -3.47, -2.22], [-6.70, -3.27, -3.95], [-5.82, -2.21, -2.93], [-5.73, 0.29, -2.30], [-6.14, 1.48, -1.07], [-4.71, 0.47, -0.86], [-5.66, -1.11, 1.13], [-4.80, -1.72, -0.28], [-6.26, -2.49, 0.20]], "lowdin_charge": [0.603, -0.676, -0.658, 0.545, 0.037, 0.022, 0.068, 0.068, 0.542, -0.620, -0.630, 0.597, 0.048, 0.055, 0.076, 0.076, -0.326, 0.596, -0.324, -0.083, -0.135, -0.273, -0.098, -0.106, -0.288, -0.120, -0.107, 0.069, 0.076, 0.080, 0.080, 0.078, 0.074, 0.074, 0.071, -0.004, 0.056, 0.070, 0.075, 0.077, 0.076, 0.050, 0.078, 0.067, 0.050, -0.289, 0.602, -0.288, -0.123, -0.127, -0.293, -0.143, -0.101, -0.296, -0.108, -0.100, 0.079, 0.067, 0.059, 0.024, 0.078, 0.055, 0.067, 0.065, 0.061, 0.064, 0.027, 0.080, 0.070, 0.070, 0.076, 0.077, 0.084, 0.064, -0.281, 0.580, -0.297, -0.116, -0.108, -0.290, -0.076, -0.124, -0.295, -0.099, -0.150, 0.073, 0.073, 0.076, 0.050, 0.081, 0.072, 0.071, 0.074, 0.059, 0.074, 0.078, 0.064, 0.076, 0.075, 0.050, 0.088, 0.064, 0.076]}

2.
{"formula": "C5H9NO", "method": "ωB97M-V with the def2-TZVPD basis set", "homo_lumo_gap_ev": 10.441, "symbols": ["C", "C", "N", "C", "C", "C", "O", "H", "H", "H", "H", "H", "H", "H", "H", "H"], "coordinates": [[-2.00, -0.38, -0.07], [-1.16, 0.64, 0.68], [-0.09, 0.22, 1.57], [0.25, 0.89, 0.33], [0.93, 0.12, -0.77], [2.28, -0.42, -0.57], [1.13, -1.27, -0.54], [-2.52, 0.09, -0.91], [-2.76, -0.80, 0.59], [-1.39, -1.20, -0.45], [-1.73, 1.48, 1.07], [0.09, -0.78, 1.45], [0.64, 1.90, 0.45], [0.63, 0.36, -1.79], [2.94, -0.56, -1.42], [2.77, -0.28, 0.39]], "lowdin_charge": [-0.051, -0.321, 0.070, -0.248, -0.266, -0.101, -0.058, 0.080, 0.078, 0.074, 0.129, 0.094, 0.139, 0.149, 0.111, 0.121]}

3.
{"formula": "C41H40BaN8O9S2", "method": "ωB97M-V with the def2-TZVPD basis set", "total_charge": -2, "homo_lumo_gap_ev": 6.920, "symbols": ["Ba", "C", "C", "C", "C", "C", "C", "C", "C", "N", "C", "O", "C", "C", "C", "C", "C", "N", "C", "O", "N", "C", "C", "C", "C", "C", "C", "C", "C", "H", "H", "H", "H", "H", "H", "H", "H", "H", "H", "H", "H", "H", "H", "H", "H", "H", "H", "H", "H", "H", "C", "C", "N", "C", "C", "N", "C", "O", "O", "C", "O", "O", "H", "H", "H", "H", "H", "C", "C", "C", "C", "N", "C", "S", "N", "C", "H", "H", "H", "H", "H", "H", "H", "H", "N", "C", "C", "C", "C", "C", "C", "S", "O", "O", "O", "H", "H", "H", "H", "H", "H"], "coordinates": [[15.28, 10.75, 14.69], [17.84, 12.37, 17.80], [18.76, 11.29, 18.29], [20.09, 11.54, 18.27], [20.98, 10.63, 18.72], [20.57, 9.41, 19.19], [19.23, 9.09, 19.13], [18.71, 7.77, 19.61], [18.30, 10.02, 18.68], [16.92, 9.83, 18.76], [16.29, 9.57, 17.67], [16.70, 9.50, 16.48], [14.79, 9.33, 17.87], [14.32, 8.87, 19.09], [12.98, 8.65, 19.26], [12.11, 8.92, 18.19], [12.68, 9.32, 16.96], [13.96, 9.57, 16.83], [12.04, 9.38, 15.55], [12.46, 10.30, 14.82], [11.27, 8.36, 15.27], [10.71, 8.15, 14.06], [11.32, 7.26, 13.18], [12.58, 6.55, 13.64], [10.76, 6.95, 11.94], [9.51, 7.48, 11.68], [8.93, 8.39, 12.52], [9.51, 8.79, 13.69], [9.08, 10.01, 14.41], [17.01, 12.07, 17.13], [18.43, 13.09, 17.16], [17.34, 13.01, 18.62], [20.35, 12.51, 17.92], [22.01, 10.96, 18.77], [21.41, 8.75, 19.63], [19.45, 7.09, 19.95], [18.11, 7.34, 18.83], [18.03, 7.88, 20.48], [15.04, 8.46, 19.76], [12.64, 8.36, 20.24], [11.04, 8.70, 18.19], [13.29, 7.16, 14.10], [13.11, 6.20, 12.71], [12.37, 5.74, 14.34], [11.31, 6.34, 11.23], [9.07, 7.14, 10.74], [7.96, 8.83, 12.36], [9.78, 10.43, 15.08], [8.28, 9.74, 15.07], [8.64, 10.80, 13.72], [18.52, 7.62, 13.94], [18.92, 9.10, 14.08], [18.12, 10.15, 13.91], [18.84, 11.23, 14.25], [20.09, 10.90, 14.65], [20.11, 9.55, 14.45], [21.28, 11.56, 15.25], [21.16, 12.80, 15.68], [22.32, 10.91, 15.31], [18.20, 12.63, 14.45], [19.05, 13.52, 14.42], [16.98, 12.77, 14.73], [18.01, 7.41, 14.85], [19.33, 6.95, 13.71], [17.85, 7.59, 13.13], [20.93, 9.06, 14.77], [20.39, 13.31, 15.21], [10.01, 10.42, 9.79], [11.11, 11.01, 10.62], [11.33, 12.36, 10.83], [12.37, 12.74, 11.74], [13.22, 11.81, 12.15], [13.14, 10.51, 11.77], [14.44, 9.43, 12.09], [12.05, 10.08, 11.09], [12.54, 14.21, 12.16], [9.63, 9.56, 10.31], [10.34, 10.09, 8.86], [9.26, 11.20, 9.66], [10.63, 13.11, 10.58], [11.93, 9.03, 10.97], [11.60, 14.64, 12.60], [12.71, 14.90, 11.29], [13.34, 14.29, 12.87], [14.90, 15.55, 15.86], [14.11, 16.25, 14.99], [12.76, 16.66, 15.27], [11.98, 17.32, 14.26], [12.50, 17.59, 12.99], [13.83, 17.14, 12.78], [14.62, 16.52, 13.75], [11.64, 18.18, 11.52], [10.41, 17.41, 11.42], [12.47, 17.89, 10.38], [11.52, 19.59, 11.80], [15.67, 15.11, 15.35], [14.52, 15.06, 16.63], [12.29, 16.41, 16.21], [11.04, 17.74, 14.54], [14.20, 17.41, 11.79], [15.64, 16.27, 13.42]], "lowdin_charge": [1.794, -0.029, -0.202, -0.093, -0.117, -0.072, -0.227, -0.055, -0.201, 0.139, -0.553, -0.234, -0.165, -0.031, -0.066, -0.003, -0.190, 0.025, -0.516, -0.161, 0.134, -0.245, -0.211, -0.055, -0.089, -0.163, -0.103, -0.212, -0.033, 0.046, 0.086, 0.107, 0.094, 0.099, 0.129, 0.050, 0.069, 0.079, 0.096, 0.095, 0.106, 0.025, 0.084, 0.083, 0.108, 0.099, 0.109, 0.049, 0.071, 0.104, 0.031, -0.325, 0.086, -0.158, -0.091, 0.166, -0.478, 0.084, 0.050, -0.624, 0.007, -0.229, 0.065, 0.069, 0.054, 0.162, 0.102, -0.001, -0.210, 0.043, -0.244, 0.079, -0.822, 0.458, 0.118, 0.006, 0.042, 0.067, 0.093, 0.108, 0.161, 0.109, 0.114, 0.060, 0.108, -0.373, -0.018, -0.065, -0.280, -0.088, -0.072, 0.352, -0.386, -0.378, -0.367, 0.080, 0.073, 0.087, 0.095, 0.102, 0.124]}

4.
{"formula": "C6H10O3", "method": "ωB97M-V with the def2-TZVPD basis set", "homo_lumo_gap_ev": 8.385, "symbols": ["C", "C", "C", "C", "C", "C", "O", "O", "O", "H", "H", "H", "H", "H", "H", "H", "H", "H", "H"], "coordinates": [[0.11, 0.55, 0.80], [-0.45, 0.01, 2.08], [1.81, 0.48, -1.07], [-1.13, -0.33, -0.85], [0.85, -0.19, -0.14], [0.18, -1.39, -0.66], [0.24, 1.93, 0.81], [-2.19, -1.02, -0.31], [-1.28, 0.50, -1.74], [0.09, 2.23, -0.11], [-2.97, -0.48, -0.55], [-0.63, -1.06, 2.03], [0.24, 0.22, 2.90], [-1.41, 0.49, 2.30], [2.29, 1.34, -0.60], [1.27, 0.86, -1.94], [2.54, -0.24, -1.43], [-0.14, -2.12, 0.07], [0.59, -1.78, -1.59]], "lowdin_charge": [-0.367, -0.010, -0.030, -0.490, -0.249, -0.001, 0.036, 0.067, 0.044, 0.114, 0.127, 0.081, 0.094, 0.089, 0.086, 0.095, 0.091, 0.105, 0.119]}

5.
{"formula": "C3H12NO2", "method": "ωB97M-V with the def2-TZVPD basis set", "total_charge": 1, "homo_lumo_gap_ev": 11.521, "symbols": ["C", "C", "C", "O", "N", "H", "H", "H", "H", "H", "H", "H", "H", "H", "H", "H", "H", "O"], "coordinates": [[0.54, -0.13, 0.99], [-0.35, 1.13, 0.61], [-1.40, 1.38, 1.69], [-1.04, 0.92, -0.61], [1.40, -0.50, -0.25], [-0.09, -0.95, 1.29], [1.33, -0.01, 1.75], [0.33, 1.97, 0.44], [-2.32, 0.89, 1.35], [-1.03, 1.05, 2.67], [-1.71, 2.40, 1.79], [-1.97, 1.13, -0.49], [1.03, 0.16, -0.93], [2.29, -0.09, 0.04], [1.33, -1.48, -0.61], [0.58, -3.15, -1.63], [1.03, -2.40, -2.87], [0.69, -2.26, -1.98]], "lowdin_charge": [-0.053, -0.402, -0.024, -0.030, 0.171, 0.128, 0.135, 0.147, 0.099, 0.095, 0.087, 0.095, 0.132, 0.165, 0.116, 0.083, 0.087, -0.030]}

6.
{"formula": "CH2N2OS", "method": "ωB97M-V with the def2-TZVPD basis set", "homo_lumo_gap_ev": [8.773, 8.772], "symbols": ["C", "N", "N", "O", "S", "H", "H"], "coordinates": [[1.21, -0.70, 0.05], [1.85, -1.66, 0.12], [-0.96, 0.67, -1.12], [0.36, 1.84, 0.54], [-0.17, 0.56, 0.18], [-1.63, -0.13, -1.48], [-0.65, -0.59, 1.71]], "lowdin_charge": [-0.345, 0.090, -0.252, -0.373, 0.598, 0.097, 0.184]}

Result set for relative energy (zero: lowest compared OMol25 entry of this formula, charge and spin): 295.05, 279.00, 250.75, 233.44, 97.00, 375.60 kJ/mol, one per record in the order listed.